{
  "formula": "C18H38F5N2NbO8PS",
  "method": "wB97M-V/def2-TZVPD",
  "gap_ev": 6.83,
  "total_energy_ev": -73902.8829,
  "homo_ha": -0.1752,
  "total_charge": -1,
  "elements": ["C", "C", "N", "Nb", "C", "C", "C", "C", "S", "O", "O", "O", "C", "C", "C", "C", "F", "F", "C", "F", "F", "F", "C", "C", "C", "P", "O", "O", "C", "C", "O", "C", "C", "O", "N", "O", "H", "H", "H", "H", "H", "H", "H", "H", "H", "H", "H", "H", "H", "H", "H", "H", "H", "H", "H", "H", "H", "H", "H", "H", "H", "H", "H", "H", "H", "H", "H", "H", "H", "H", "H", "H", "H", "H"],
  "xyz": [[-2.45845, -3.47326, 2.02249], [-1.05406, -3.47387, 1.37232], [-0.33358, -2.23571, 1.67753], [1.52901, -1.96577, 0.71785], [1.83253, -0.28659, 2.18912], [0.73304, 0.78090, 2.20121], [0.86944, 1.71500, 3.42594], [0.45099, 1.10863, 4.76107], [-1.21607, 0.48596, 4.88237], [-1.80027, 1.00615, 6.08441], [-1.23317, -0.92859, 4.69983], [-1.99237, 1.13975, 3.65193], [3.69661, -1.73758, 0.10655], [4.13189, -0.26959, -0.20084], [4.71700, -0.18206, -1.60308], [4.91821, 1.19497, -2.20735], [6.18518, 1.65671, -2.02429], [4.72542, 1.12054, -3.56736], [3.97229, 2.32104, -1.74292], [4.15224, 3.41111, -2.53857], [4.25750, 2.70046, -0.46753], [2.67465, 1.95313, -1.82851], [0.76263, -0.60525, -0.93688], [-0.64282, -0.96125, -1.45693], [-1.41088, 0.32220, -1.80529], [-2.76567, 0.01390, -2.95509], [-2.40049, -0.91389, -4.03189], [-3.94993, -0.61389, -2.05295], [-5.20541, 0.05801, -1.92698], [-5.21181, 1.06995, -0.79229], [-3.27221, 1.40548, -3.58336], [-2.98240, 2.62826, -2.87296], [-1.77153, 3.32124, -3.49010], [1.30206, -3.60063, -0.55133], [1.47815, -3.34513, -1.88219], [2.20909, -4.11925, -2.39490], [-2.65032, -2.51052, 2.48525], [-2.55080, -4.22448, 2.80042], [-3.24140, -3.61986, 1.28481], [-0.51901, -4.35506, 1.71530], [-1.20329, -3.52743, 0.30274], [-0.25360, -2.13990, 2.68532], [2.19121, -3.14554, 1.98646], [1.83064, -0.76739, 3.17017], [2.79483, 0.21915, 2.10462], [0.81559, 1.43235, 1.33613], [-0.23932, 0.30247, 2.19234], [1.93039, 1.93281, 3.50634], [0.36176, 2.67069, 3.27246], [0.52211, 1.84797, 5.55029], [1.10371, 0.28964, 5.03532], [-1.54685, 1.95829, 3.40191], [4.35679, -2.17055, 0.85223], [3.81883, -2.35113, -0.78609], [3.26741, 0.37256, -0.07872], [4.86610, -0.00835, 0.55308], [4.16755, -0.79165, -2.30827], [5.71585, -0.60988, -1.55427], [0.74641, 0.43138, -0.59557], [1.44699, -0.60585, -1.78784], [-1.23778, -1.48047, -0.71181], [-0.54545, -1.57109, -2.34382], [-1.80283, 0.75606, -0.88402], [-0.74556, 1.07032, -2.22589], [-5.92288, -0.71677, -1.67912], [-5.52573, 0.48977, -2.86874], [-4.92210, 2.06540, -1.10855], [-4.56320, 0.71142, -0.00261], [-6.22130, 1.15146, -0.40052], [-3.85604, 3.25776, -2.99869], [-2.85261, 2.45566, -1.81164], [-2.10527, 4.10153, -4.16494], [-1.13577, 3.76209, -2.73098], [-1.19186, 2.61612, -4.07213]],
  "atomic_forces_ev_per_a": [[0.17, 0.17, -0.03], [-1.09, 0.49, 0.47], [2.32, -0.44, -0.24], [-2.03, -0.21, 0.25], [-0.41, 0.18, -0.31], [0.44, 0.20, 0.61], [-0.13, -0.53, -0.31], [0.16, 0.45, -0.15], [-0.17, -0.29, 0.82], [0.08, 0.19, -0.04], [-0.02, -0.05, -0.41], [0.06, -0.16, -0.04], [0.11, 0.46, 0.61], [-0.52, -1.11, 0.16], [0.59, 0.34, 0.39], [-0.43, -0.33, -0.47], [-0.03, 0.06, 0.12], [0.15, 0.06, 0.18], [-0.13, 0.70, 0.14], [-0.25, -0.60, 0.64], [-0.42, -0.28, -0.95], [0.97, 0.36, 0.13], [0.32, -0.29, -0.30], [0.33, 0.50, 0.04], [-0.55, 0.15, 0.13], [0.68, -1.27, -0.55], [-0.08, 0.13, -0.08], [-0.03, 0.97, -0.30], [-0.27, -0.29, 0.50], [-0.22, -0.05, -0.28], [-0.11, 0.19, 0.88], [0.04, 0.16, -0.59], [-0.28, 0.02, 0.02], [-0.03, 0.94, -0.23], [-0.12, -0.37, 0.33], [0.14, -0.11, -0.20], [0.02, 0.20, 0.10], [-0.06, -0.18, 0.08], [-0.14, -0.20, -0.10], [0.27, -0.16, -0.14], [0.29, -0.19, -0.29], [-0.39, 0.19, 0.14], [0.33, -0.15, -0.12], [0.06, -0.32, 0.10], [0.21, -0.04, -0.06], [-0.07, -0.07, -0.35], [-0.25, 0.00, -0.19], [0.17, 0.30, 0.13], [-0.13, 0.15, 0.00], [-0.06, 0.14, 0.17], [-0.06, -0.38, -0.03], [-0.05, 0.19, -0.12], [0.17, -0.06, 0.05], [-0.13, -0.19, -0.17], [-0.02, 0.33, -0.10], [0.16, 0.47, 0.02], [-0.42, 0.07, -0.13], [0.17, -0.14, -0.18], [0.13, 0.12, 0.33], [0.08, 0.08, -0.20], [-0.07, -0.30, 0.07], [-0.11, -0.30, -0.10], [-0.05, 0.07, 0.12], [0.17, 0.02, -0.31], [-0.03, -0.27, -0.03], [0.11, 0.13, -0.22], [0.24, 0.10, 0.00], [0.13, 0.03, 0.24], [-0.16, 0.03, 0.14], [-0.25, 0.05, 0.08], [0.07, -0.16, 0.14], [0.07, 0.17, -0.15], [0.14, 0.10, 0.11], [0.17, -0.18, -0.01]],
  "mulliken_charge": [-1.18, -0.44, -0.24, -1.39, -1.05, 0.72, -1.49, -0.79, 1.24, -0.67, -0.56, -0.47, -1.27, 0.24, -1.25, 0.87, -0.32, -0.34, 0.56, -0.30, -0.26, -0.21, -0.50, -0.26, -0.95, 1.08, -0.80, -0.39, -0.31, -1.00, -0.48, -0.12, -1.32, -0.49, 0.34, -0.49, 0.28, 0.31, 0.29, 0.52, 0.31, 0.11, -0.10, 0.60, 0.41, -0.02, 0.29, 0.51, 0.40, 0.42, 0.42, 0.38, 0.43, 0.52, -0.10, 0.67, 0.52, 0.39, 0.27, 0.66, -0.07, 0.64, 0.43, 0.51, 0.41, 0.34, 0.20, 0.25, 0.41, 0.48, 0.22, 0.34, 0.31, 0.37]
}